(1)
HN2O3S | ωB97M-V with the def2-TZVPD basis set

Calculated values
Highest occupied orbital energy (spin up / spin down) ... -3.9 / -3.8 eV
Energy relative to the best compared isomer or geometry (same formula, charge and spin) ... 6.911 eV
Frontier orbital gap (spin up / spin down) ... 7.600 / 7.550 eV
E_LUMO (spin up / spin down) ... 3.734 / 3.752 eV

```
! RIJCOSX wB97M-V def2-TZVPD def2/J DEFGRID3
* xyz -1 1
N 2.112 -0.533 -0.051
N 0.027 -0.843 0.041
O -0.263 -2.001 0.212
O -1.642 0.813 -1.237
O -0.812 1.586 0.929
S -1.418 0.495 0.175
H 1.996 0.483 -0.070
*
```


(2)
C32H92As3F18N7O7 | ωB97M-V with the def2-TZVPD basis set

Calculated values
Highest occupied orbital energy ... -16.9 eV
Energy relative to the best compared isomer or geometry (same formula, charge and spin) ... 0.000 eV
Frontier orbital gap ... 7.490 eV
E_LUMO ... -9.393 eV

```
! RIJCOSX wB97M-V def2-TZVPD def2/J DEFGRID3
* xyz 4 1
C -18.566 17.377 -1.362
C -17.012 17.464 -1.758
N -16.056 16.332 -1.145
C -14.692 16.533 -1.972
C -15.885 16.646 0.408
C -15.109 17.956 0.780
C -16.564 14.873 -1.465
C -15.438 13.847 -1.509
O -14.403 13.993 -0.605
C -13.666 12.813 -0.359
H -18.977 16.504 -1.868
H -19.131 18.190 -1.818
H -18.777 17.394 -0.293
H -16.520 18.423 -1.599
H -16.979 17.286 -2.833
H -14.291 17.546 -2.005
H -14.807 16.289 -3.028
H -13.866 15.964 -1.544
H -15.202 15.895 0.805
H -16.854 16.584 0.903
H -15.475 18.904 0.384
H -14.058 17.899 0.499
H -15.109 18.026 1.868
H -17.091 14.958 -2.415
H -17.176 14.561 -0.619
H -15.044 13.809 -2.525
H -16.005 12.916 -1.495
H -12.977 13.071 0.445
H -13.098 12.409 -1.196
H -14.310 12.082 0.130
C -10.795 13.235 -8.465
C -12.092 13.552 -7.653
C -11.862 12.857 -6.270
O -13.093 12.667 -5.608
C -12.952 12.194 -4.290
N -12.228 15.100 -7.518
H -11.327 15.299 -7.106
H -12.402 15.597 -8.380
H -12.938 15.292 -6.826
H -10.637 12.179 -8.684
H -9.875 13.653 -8.055
H -10.788 13.626 -9.482
H -13.013 13.150 -8.076
H -11.179 13.454 -5.666
H -11.418 11.881 -6.465
H -12.485 11.209 -4.290
H -13.940 11.879 -3.952
H -12.450 12.837 -3.567
C -18.710 16.787 -11.170
C -17.171 16.788 -11.041
C -16.574 18.147 -10.595
O -15.120 18.127 -10.653
C -14.518 19.324 -11.011
N -16.839 15.725 -10.001
H -15.863 15.492 -9.889
H -17.207 15.900 -9.077
H -17.264 14.867 -10.324
H -18.896 17.520 -11.954
H -19.249 17.300 -10.374
H -19.257 15.845 -11.220
H -16.735 16.389 -11.957
H -17.004 18.446 -9.639
H -16.876 18.949 -11.269
H -14.944 19.575 -11.982
H -13.459 19.172 -11.217
H -14.645 20.104 -10.259
C -16.519 11.416 -5.705
C -15.415 11.187 -6.836
C -14.571 10.002 -6.478
O -13.765 9.631 -7.517
C -12.735 8.705 -7.133
N -16.234 11.017 -8.116
H -15.741 10.780 -8.965
H -16.989 10.346 -8.095
H -16.648 11.925 -8.270
H -17.399 12.005 -5.965
H -16.080 12.064 -4.947
H -16.726 10.519 -5.121
H -14.870 12.103 -7.064
H -15.193 9.133 -6.269
H -14.037 10.121 -5.535
H -12.225 8.311 -8.012
H -13.012 7.935 -6.412
H -12.117 9.469 -6.662
C -20.786 16.345 -6.265
C -21.232 15.017 -5.628
C -22.459 14.503 -6.321
O -22.979 13.300 -5.804
C -24.330 13.129 -6.022
N -20.242 13.896 -5.771
H -20.788 13.062 -5.936
H -19.566 13.972 -6.518
H -19.690 13.774 -4.934
H -21.581 17.089 -6.244
H -20.421 16.219 -7.284
H -19.929 16.870 -5.842
H -21.397 15.082 -4.552
H -22.264 14.353 -7.382
H -23.218 15.280 -6.404
H -25.017 13.806 -5.514
H -24.544 12.123 -5.660
H -24.414 13.067 -7.107
C -14.255 18.909 -5.987
C -13.412 20.132 -6.319
C -13.985 20.925 -7.526
O -13.211 22.121 -7.601
C -13.898 23.310 -7.679
N -13.273 20.987 -4.980
H -14.136 21.454 -4.739
H -12.929 20.479 -4.178
H -12.507 21.644 -4.954
H -15.257 19.258 -5.738
H -13.852 18.459 -5.079
H -14.253 18.142 -6.762
H -12.410 19.739 -6.490
H -15.054 21.138 -7.514
H -14.042 20.389 -8.474
H -14.489 23.431 -8.587
H -13.270 24.190 -7.538
H -14.627 23.473 -6.885
C -18.436 19.673 -4.659
C -19.246 20.704 -3.827
C -18.378 21.955 -3.445
O -17.878 22.711 -4.557
C -17.261 23.942 -4.258
N -20.571 21.149 -4.516
H -20.226 21.094 -5.463
H -21.261 20.448 -4.287
H -20.928 22.071 -4.311
H -18.631 19.781 -5.726
H -18.838 18.669 -4.530
H -17.366 19.773 -4.477
H -19.492 20.136 -2.930
H -17.411 21.727 -2.997
H -18.991 22.632 -2.850
H -16.199 23.713 -4.170
H -17.684 24.294 -3.317
H -17.393 24.614 -5.106
As -19.983 13.025 -9.561
F -19.485 11.264 -9.732
F -18.735 13.358 -10.765
F -20.392 14.752 -9.387
F -21.166 12.634 -8.294
F -18.676 13.218 -8.310
F -21.193 12.809 -10.789
As -16.323 15.415 -6.101
F -15.632 16.580 -7.300
F -16.698 16.735 -4.971
F -17.218 14.308 -4.982
F -15.836 14.075 -7.258
F -14.729 15.203 -5.269
F -17.893 15.627 -6.963
As -14.359 12.946 -11.268
F -14.462 12.073 -12.882
F -14.768 11.397 -10.446
F -14.415 13.747 -9.660
F -14.034 14.460 -12.195
F -16.063 13.310 -11.368
F -12.678 12.581 -11.168
*
```


(3)
C16H16MnN2 | ωB97M-V with the def2-TZVPD basis set

Calculated values
<S²> ... 8.754
Highest occupied orbital energy (spin up / spin down) ... -15.6 / -15.6 eV
Frontier orbital gap (spin up / spin down) ... 8.822 / 7.908 eV
E_LUMO (spin up / spin down) ... -6.759 / -7.701 eV

```
! RIJCOSX wB97M-V def2-TZVPD def2/J DEFGRID3
* xyz 2 6
Mn 0.811 0.805 -0.532
C -0.333 3.826 1.352
C 0.807 2.909 1.004
C 1.605 3.147 -0.129
C 2.717 2.339 -0.418
C 3.041 1.262 0.421
C 2.232 0.996 1.530
C 1.125 1.801 1.805
H -1.274 3.488 0.911
H -0.146 4.832 0.981
H -0.473 3.875 2.430
H 1.398 4.005 -0.758
H 3.348 2.577 -1.265
H 3.927 0.670 0.230
H 2.473 0.172 2.189
H 0.525 1.593 2.682
N -1.376 0.744 -0.630
C -1.799 -0.660 -0.618
C -3.112 -1.020 -0.611
C -3.482 -2.385 -0.616
C -2.525 -3.354 -0.640
C -1.152 -3.002 -0.652
C -0.115 -3.960 -0.691
C 1.192 -3.560 -0.706
C 1.471 -2.191 -0.677
N 0.528 -1.260 -0.639
C -0.789 -1.645 -0.634
H -1.742 1.194 -1.468
H -1.808 1.239 0.146
H -3.882 -0.257 -0.606
H -4.530 -2.649 -0.608
H -2.799 -4.402 -0.651
H -0.369 -5.013 -0.711
H 2.006 -4.271 -0.741
H 2.499 -1.846 -0.684
*
```